Entry w
{
  "formula": "C43H51BN8O6SY",
  "method": "ωB97M-V/def2-TZVPD",
  "species": ["Y", "O", "C", "O", "C", "C", "C", "C", "C", "C", "N", "C", "C", "C", "C", "C", "C", "N", "H", "H", "H", "H", "H", "H", "H", "H", "H", "H", "C", "C", "N", "O", "C", "C", "N", "O", "H", "H", "H", "H", "H", "H", "H", "C", "C", "C", "C", "C", "C", "C", "N", "C", "C", "C", "C", "C", "C", "C", "N", "C", "C", "C", "C", "H", "H", "H", "H", "H", "H", "H", "H", "H", "H", "H", "H", "H", "H", "H", "H", "H", "H", "H", "H", "H", "H", "H", "H", "O", "B", "O", "C", "C", "C", "C", "C", "C", "H", "H", "H", "H", "C", "N", "C", "N", "S", "H", "H", "H", "H", "H", "H"],
  "positions_angstrom": [[0.152, -0.019, -0.108], [1.483, -0.332, -8.151], [1.618, 0.437, -7.049], [2.238, 1.463, -7.101], [0.970, -0.054, -5.796], [0.610, 0.899, -4.843], [0.074, 0.501, -3.639], [-0.078, -0.855, -3.328], [0.251, -1.805, -4.296], [0.773, -1.400, -5.516], [-0.485, -1.188, -2.031], [-1.143, -2.334, -1.809], [-1.541, -2.701, -0.502], [-2.203, -3.932, -0.255], [-2.563, -4.261, 1.020], [-2.250, -3.379, 2.073], [-1.594, -2.209, 1.773], [-1.257, -1.842, 0.525], [0.847, -1.039, -7.984], [0.755, 1.946, -5.068], [-0.238, 1.250, -2.918], [0.171, -2.861, -4.079], [1.076, -2.162, -6.226], [-1.442, -2.981, -2.630], [-2.405, -4.596, -1.085], [-3.064, -5.200, 1.220], [-2.488, -3.615, 3.099], [-1.310, -1.519, 2.552], [3.614, -1.732, 2.413], [2.312, -1.102, 2.028], [1.681, -1.455, 0.908], [2.357, -2.501, 0.220], [1.697, -0.066, 2.772], [2.176, 0.387, 4.113], [0.604, 0.475, 2.202], [0.127, 1.617, 2.926], [4.305, -1.692, 1.572], [3.488, -2.786, 2.664], [4.069, -1.221, 3.254], [1.647, -3.119, -0.001], [2.783, -0.375, 4.593], [1.332, 0.602, 4.766], [2.766, 1.304, 4.044], [6.787, 0.859, -3.381], [5.529, 1.490, -3.992], [5.749, 2.993, -4.147], [5.265, 0.886, -5.378], [4.348, 1.176, -3.084], [3.929, -0.141, -2.902], [2.852, -0.408, -2.087], [2.163, 0.547, -1.452], [2.555, 1.817, -1.599], [3.641, 2.154, -2.396], [1.726, 2.849, -0.904], [2.000, 4.202, -1.038], [1.210, 5.156, -0.407], [0.151, 4.674, 0.356], [-0.067, 3.317, 0.444], [0.691, 2.400, -0.172], [1.451, 6.654, -0.542], [0.239, 7.275, -1.250], [1.596, 7.265, 0.857], [2.709, 6.968, -1.351], [7.642, 1.036, -4.035], [6.677, -0.219, -3.261], [7.012, 1.288, -2.404], [6.593, 3.165, -4.815], [5.987, 3.473, -3.196], [4.880, 3.487, -4.583], [6.077, 1.159, -6.052], [4.331, 1.250, -5.805], [5.226, -0.203, -5.342], [4.430, -0.964, -3.392], [2.512, -1.423, -1.931], [3.932, 3.185, -2.498], [2.829, 4.517, -1.647], [-0.515, 5.341, 0.883], [-0.907, 2.948, 1.013], [-0.680, 7.121, -0.684], [0.100, 6.849, -2.244], [0.389, 8.349, -1.359], [0.691, 7.140, 1.451], [1.788, 8.335, 0.770], [2.426, 6.815, 1.403], [2.633, 6.611, -2.379], [3.603, 6.536, -0.897], [2.850, 8.048, -1.391], [-1.900, 0.358, 3.468], [-1.172, 1.529, 3.293], [-1.953, 2.665, 3.501], [-3.204, 2.168, 3.793], [-4.364, 2.862, 4.039], [-5.510, 2.099, 4.276], [-5.471, 0.708, 4.279], [-4.281, 0.017, 4.033], [-3.171, 0.783, 3.783], [-4.382, 3.942, 4.055], [-6.444, 2.601, 4.487], [-6.372, 0.150, 4.493], [-4.231, -1.064, 4.046], [-5.136, -1.387, 0.477], [-4.061, -0.662, -0.167], [-3.739, 0.599, 0.088], [-4.474, 1.278, 0.971], [-2.443, 1.382, -0.719], [-5.181, -2.383, 0.046], [-6.097, -0.898, 0.304], [-4.959, -1.484, 1.552], [-3.460, -1.144, -0.818], [-5.239, 0.868, 1.482], [-4.241, 2.240, 1.145]],
  "lowdin_charge": [1.397, 0.125, -0.482, 0.109, -0.146, 0.003, -0.036, -0.300, -0.015, -0.020, -0.084, -0.130, -0.320, -0.035, -0.071, -0.064, -0.132, -0.027, 0.102, 0.127, 0.086, 0.108, 0.119, 0.118, 0.115, 0.111, 0.103, 0.092, -0.014, -0.296, -0.133, -0.071, -0.274, -0.005, -0.036, 0.087, 0.087, 0.093, 0.070, 0.096, 0.077, 0.086, 0.100, -0.034, -0.551, -0.056, -0.028, -0.127, 0.024, -0.100, 0.024, -0.184, 0.066, -0.173, 0.063, -0.130, 0.024, -0.140, 0.016, -0.556, -0.034, -0.037, -0.058, 0.093, 0.082, 0.093, 0.093, 0.087, 0.095, 0.095, 0.075, 0.083, 0.122, 0.105, 0.096, 0.096, 0.123, 0.061, 0.083, 0.094, 0.092, 0.079, 0.092, 0.095, 0.089, 0.092, 0.092, 0.198, -0.744, 0.230, -0.203, 0.012, -0.077, -0.086, -0.006, -0.199, 0.127, 0.109, 0.108, 0.121, -0.046, -0.019, -0.833, 0.150, 0.652, 0.093, 0.096, 0.078, 0.104, 0.094, 0.104],
  "charge": 1,
  "gap_ev": [5.797, 5.707],
  "homo_ha": [-0.317, -0.309]
}

***

Entry x
{
  "formula": "C43H51BN8O6SY",
  "method": "ωB97M-V/def2-TZVPD",
  "species": ["Y", "O", "C", "O", "C", "C", "C", "C", "C", "C", "N", "C", "C", "C", "C", "C", "C", "N", "H", "H", "H", "H", "H", "H", "H", "H", "H", "H", "C", "C", "N", "O", "C", "C", "N", "O", "H", "H", "H", "H", "H", "H", "H", "C", "C", "C", "C", "C", "C", "C", "N", "C", "C", "C", "C", "C", "C", "C", "N", "C", "C", "C", "C", "H", "H", "H", "H", "H", "H", "H", "H", "H", "H", "H", "H", "H", "H", "H", "H", "H", "H", "H", "H", "H", "H", "H", "H", "O", "B", "O", "C", "C", "C", "C", "C", "C", "H", "H", "H", "H", "C", "N", "C", "N", "S", "H", "H", "H", "H", "H", "H"],
  "positions_angstrom": [[-0.063, -0.063, -0.027], [0.782, 3.010, -7.743], [1.506, 2.317, -6.844], [2.433, 1.644, -7.199], [1.115, 2.460, -5.407], [2.106, 2.355, -4.432], [1.770, 2.361, -3.093], [0.429, 2.432, -2.724], [-0.560, 2.581, -3.685], [-0.213, 2.602, -5.026], [0.063, 2.284, -1.358], [-0.342, 3.328, -0.762], [-0.770, 3.279, 0.639], [-1.096, 4.447, 1.303], [-1.474, 4.375, 2.637], [-1.515, 3.133, 3.235], [-1.188, 2.006, 2.485], [-0.815, 2.064, 1.212], [0.187, 3.628, -7.304], [3.137, 2.245, -4.741], [2.525, 2.259, -2.326], [-1.599, 2.627, -3.386], [-0.999, 2.663, -5.769], [-0.380, 4.296, -1.266], [-1.048, 5.393, 0.780], [-1.730, 5.269, 3.187], [-1.801, 3.009, 4.269], [-1.227, 1.029, 2.934], [-0.603, -3.125, 3.935], [0.090, -2.341, 2.864], [0.288, -1.068, 2.955], [-0.206, -0.488, 4.136], [0.488, -3.004, 1.630], [0.711, -4.476, 1.497], [0.552, -2.211, 0.602], [0.787, -2.629, -0.593], [-1.655, -2.822, 3.985], [-0.152, -2.944, 4.911], [-0.588, -4.189, 3.719], [-1.097, -0.846, 4.276], [1.147, -4.907, 2.397], [1.385, -4.642, 0.658], [-0.217, -5.008, 1.274], [5.037, -0.530, -5.622], [4.158, -1.731, -5.239], [3.383, -2.186, -6.477], [5.046, -2.887, -4.761], [3.237, -1.302, -4.108], [3.755, -0.939, -2.869], [2.906, -0.518, -1.867], [1.585, -0.431, -2.006], [1.061, -0.812, -3.177], [1.855, -1.235, -4.236], [-0.421, -0.732, -3.300], [-1.067, -1.002, -4.500], [-2.439, -0.849, -4.626], [-3.122, -0.418, -3.489], [-2.426, -0.193, -2.322], [-1.100, -0.345, -2.209], [-3.188, -1.129, -5.919], [-4.200, -2.255, -5.663], [-3.931, 0.144, -6.350], [-2.252, -1.555, -7.049], [5.733, -0.821, -6.410], [5.622, -0.181, -4.769], [4.426, 0.290, -5.996], [4.087, -2.530, -7.234], [2.811, -1.367, -6.914], [2.712, -3.016, -6.246], [5.692, -3.210, -5.578], [4.443, -3.740, -4.445], [5.688, -2.596, -3.930], [4.818, -0.973, -2.673], [3.301, -0.224, -0.904], [1.403, -1.525, -5.168], [-0.489, -1.320, -5.351], [-4.192, -0.274, -3.490], [-2.953, 0.103, -1.425], [-4.928, -1.977, -4.901], [-3.696, -3.165, -5.336], [-4.744, -2.476, -6.582], [-4.641, 0.476, -5.593], [-4.486, -0.045, -7.269], [-3.228, 0.957, -6.543], [-1.728, -2.482, -6.812], [-1.512, -0.784, -7.277], [-2.834, -1.728, -7.954], [-2.630, -0.812, 2.351], [-2.406, -0.767, 0.936], [-3.564, -1.312, 0.338], [-4.432, -1.675, 1.333], [-5.676, -2.256, 1.232], [-6.345, -2.520, 2.425], [-5.780, -2.209, 3.657], [-4.520, -1.621, 3.746], [-3.868, -1.367, 2.560], [-6.108, -2.496, 0.271], [-7.325, -2.977, 2.393], [-6.330, -2.426, 4.562], [-4.079, -1.368, 4.702], [5.003, 2.705, 1.574], [4.462, 1.562, 2.287], [3.304, 0.955, 2.009], [2.976, -0.121, 2.726], [2.283, 1.530, 0.777], [5.671, 3.245, 2.241], [4.192, 3.363, 1.274], [5.555, 2.396, 0.685], [5.044, 1.151, 2.999], [3.542, -0.420, 3.503], [2.041, -0.523, 2.621]],
  "lowdin_charge": [1.356, 0.131, -0.479, 0.125, -0.133, 0.011, -0.007, -0.279, -0.015, -0.012, 0.045, -0.064, -0.271, 0.002, -0.029, -0.008, -0.098, 0.015, 0.107, 0.125, 0.106, 0.121, 0.117, 0.149, 0.121, 0.118, 0.119, 0.075, 0.015, -0.280, -0.026, -0.071, -0.290, -0.025, -0.239, -0.162, 0.087, 0.100, 0.082, 0.073, 0.081, 0.076, 0.095, -0.029, -0.550, -0.051, -0.038, -0.134, 0.016, -0.137, 0.024, -0.196, 0.069, -0.175, 0.063, -0.137, 0.017, -0.103, 0.021, -0.555, -0.032, -0.035, -0.055, 0.094, 0.083, 0.071, 0.093, 0.083, 0.092, 0.090, 0.095, 0.078, 0.117, 0.062, 0.099, 0.098, 0.121, 0.087, 0.082, 0.096, 0.092, 0.080, 0.093, 0.082, 0.092, 0.088, 0.093, 0.030, -0.427, 0.078, -0.217, 0.011, -0.084, -0.087, -0.007, -0.228, 0.119, 0.104, 0.103, 0.115, -0.093, -0.050, -0.808, 0.123, 0.684, 0.090, 0.052, 0.089, 0.143, 0.119, 0.037],
  "charge": 1,
  "gap_ev": 6.910,
  "homo_ha": -0.365
}

***

entry w has the most favorable energy; the next structure is 0.0979 hartree above.